(1)
DFT (ωB97M-V/def2-TZVPD) results for a structure of composition C45H100F6LiN11O15S2 at a distorted geometry.

Last column: Löwdin charge in e.
Positions of all 180 atoms, in Å:
1 Li -1.666 -0.661 -3.190  0.749
2 C 1.480 -1.117 -1.178  -0.541
3 F 1.664 -0.017 -1.962  0.089
4 F 1.390 -2.275 -1.910  0.105
5 F 2.523 -1.203 -0.314  0.118
6 S -0.144 -0.965 -0.195  0.621
7 O -0.430 -2.313 0.144  -0.261
8 O 0.178 -0.121 0.948  -0.291
9 N -1.292 -0.406 -1.273  -0.395
10 S -2.101 0.642 -0.446  0.626
11 O -2.585 0.091 0.843  -0.319
12 O -1.489 1.994 -0.468  -0.314
13 C -3.826 0.914 -1.379  -0.664
14 F -4.421 2.045 -0.941  0.133
15 F -3.481 1.148 -2.675  0.073
16 F -4.606 -0.058 -1.274  0.230
17 C -6.785 1.697 -3.597  -0.259
18 C -7.100 0.245 -3.774  -0.220
19 O -8.453 0.159 -3.302  -0.058
20 O -7.814 2.649 -3.913  -0.047
21 H -5.896 1.859 -4.208  0.100
22 H -6.458 1.813 -2.564  0.108
23 H -6.395 -0.384 -3.230  0.108
24 H -6.989 -0.092 -4.804  0.116
25 H -8.836 1.038 -3.346  0.062
26 H -7.661 3.436 -3.386  0.089
27 C -2.610 5.045 -1.504  -0.231
28 C -1.402 5.925 -1.080  -0.209
29 O -1.339 7.176 -1.808  -0.078
30 O -3.789 5.778 -1.149  -0.068
31 H -2.519 4.066 -1.033  0.083
32 H -2.470 4.847 -2.566  0.093
33 H -0.409 5.479 -1.132  0.111
34 H -1.452 6.226 -0.033  0.109
35 H -2.212 7.572 -1.858  0.071
36 H -3.601 6.170 -0.293  0.080
37 C -0.044 2.268 -3.788  -0.723
38 O -0.465 1.117 -3.886  -0.046
39 N 0.973 2.539 -2.990  0.175
40 N -0.412 3.343 -4.434  0.209
41 H 0.921 3.357 -2.400  0.111
42 H 1.505 1.785 -2.579  0.087
43 H -1.191 3.258 -5.072  0.086
44 H 0.020 4.198 -4.115  0.125
45 C -3.888 4.032 -5.114  -0.740
46 O -3.167 3.232 -5.666  0.031
47 N -4.352 4.051 -3.890  0.178
48 N -4.077 5.238 -5.661  0.155
49 H -4.116 3.273 -3.291  0.087
50 H -5.108 4.687 -3.678  0.125
51 H -4.300 6.060 -5.118  0.110
52 H -3.717 5.274 -6.604  0.115
53 C 4.235 2.379 0.671  -0.806
54 O 4.603 2.213 -0.471  0.039
55 N 4.443 3.443 1.425  0.166
56 N 3.470 1.580 1.291  0.182
57 H 3.889 3.463 2.269  0.102
58 H 5.027 4.207 1.115  0.120
59 H 3.158 1.804 2.225  0.118
60 H 3.025 0.843 0.762  0.103
61 C 3.338 -3.942 -7.243  -0.005
62 C 3.820 -2.460 -7.017  -0.468
63 C 2.727 -1.639 -6.298  -0.145
64 C 2.557 -1.780 -4.743  -0.162
65 C 3.989 -1.618 -4.101  -0.112
66 C 5.139 -2.468 -4.799  -0.445
67 N 5.055 -2.267 -6.220  -0.127
68 O 6.149 -2.871 -6.836  -0.016
69 C 6.501 -1.908 -4.279  -0.025
70 C 4.969 -3.948 -4.241  -0.013
71 C 3.947 -1.737 -8.417  -0.033
72 H 3.821 -4.450 -8.078  0.077
73 H 2.293 -3.785 -7.510  0.076
74 H 3.553 -4.494 -6.327  0.052
75 H 3.066 -0.604 -6.344  0.110
76 H 1.781 -1.805 -6.815  0.112
77 H 2.074 -2.741 -4.566  0.100
78 H 1.986 -0.935 -4.359  0.083
79 H 3.822 -1.819 -3.043  0.086
80 H 4.156 -0.550 -4.239  0.116
81 H 6.774 -2.255 -3.282  0.073
82 H 7.357 -2.264 -4.852  0.070
83 H 6.630 -0.826 -4.239  0.084
84 H 4.118 -4.566 -4.527  0.058
85 H 5.850 -4.588 -4.293  0.082
86 H 4.709 -3.717 -3.208  0.057
87 H 4.732 -2.281 -8.943  0.073
88 H 4.092 -0.661 -8.322  0.078
89 H 3.057 -1.811 -9.041  0.078
90 H 6.756 -2.141 -6.977  0.103
91 C -4.805 -2.802 0.739  -0.053
92 C -4.221 -3.466 1.995  -0.442
93 C -3.224 -4.550 1.492  -0.138
94 C -2.368 -5.216 2.576  -0.161
95 C -1.617 -4.084 3.311  -0.159
96 C -2.448 -2.912 3.794  -0.442
97 N -3.378 -2.469 2.719  -0.126
98 O -4.101 -1.381 3.036  -0.007
99 C -3.172 -3.215 5.155  -0.014
100 C -1.308 -1.837 4.057  -0.020
101 C -5.462 -4.146 2.727  -0.024
102 H -5.430 -3.483 0.162  0.083
103 H -4.051 -2.403 0.060  0.065
104 H -5.448 -1.953 0.969  0.082
105 H -3.739 -5.395 1.035  0.117
106 H -2.521 -4.055 0.822  0.106
107 H -1.674 -5.936 2.142  0.109
108 H -2.981 -5.748 3.303  0.101
109 H -0.748 -3.742 2.749  0.100
110 H -1.200 -4.563 4.197  0.114
111 H -2.533 -3.666 5.915  0.080
112 H -3.719 -2.379 5.590  0.077
113 H -3.934 -3.953 4.904  0.054
114 H -1.528 -0.944 4.642  0.059
115 H -0.403 -2.241 4.512  0.074
116 H -0.988 -1.528 3.062  0.064
117 H -5.200 -4.939 3.428  0.060
118 H -6.258 -4.437 2.043  0.071
119 H -5.998 -3.457 3.380  0.074
120 H -3.700 -0.743 2.441  0.063
121 C -0.203 3.107 3.667  -0.066
122 C -1.478 3.074 4.486  -0.413
123 C -1.192 2.378 5.835  -0.181
124 C -2.216 2.514 6.861  -0.203
125 C -2.427 3.998 7.068  -0.129
126 C -2.820 4.825 5.769  -0.474
127 N -1.907 4.501 4.657  -0.075
128 O -2.069 5.255 3.369  -0.015
129 C -4.302 4.602 5.399  -0.023
130 C -2.508 6.352 6.051  -0.034
131 C -2.463 2.127 3.529  0.004
132 H 0.514 3.818 4.076  0.085
133 H -0.402 3.432 2.646  0.073
134 H 0.397 2.200 3.598  0.081
135 H -0.877 1.349 5.660  0.114
136 H -0.270 2.689 6.326  0.123
137 H -2.123 2.053 7.844  0.125
138 H -3.088 2.125 6.335  0.110
139 H -1.479 4.437 7.380  0.110
140 H -3.010 4.228 7.960  0.119
141 H -4.498 3.548 5.206  0.065
142 H -5.009 5.023 6.113  0.087
143 H -4.381 5.122 4.444  0.068
144 H -1.441 6.481 6.230  0.077
145 H -2.809 7.024 5.247  0.074
146 H -2.908 6.625 7.027  0.073
147 H -2.359 2.445 2.492  0.052
148 H -3.535 2.043 3.709  0.064
149 H -2.066 1.118 3.642  0.055
150 H -2.851 4.841 2.997  0.063
151 C 7.105 -2.475 1.895  -0.036
152 C 5.820 -2.102 1.170  -0.495
153 C 5.451 -3.148 0.041  -0.129
154 C 5.013 -4.483 0.606  -0.190
155 C 3.769 -4.237 1.389  -0.130
156 C 3.948 -3.216 2.594  -0.430
157 N 4.692 -2.005 2.109  -0.131
158 O 4.853 -0.938 2.979  -0.003
159 C 2.505 -2.729 3.034  -0.019
160 C 4.633 -3.870 3.778  -0.037
161 C 6.046 -0.806 0.407  -0.041
162 H 7.974 -2.451 1.237  0.084
163 H 7.004 -3.441 2.390  0.055
164 H 7.350 -1.831 2.740  0.088
165 H 4.762 -2.670 -0.656  0.092
166 H 6.382 -3.244 -0.517  0.115
167 H 5.797 -5.009 1.152  0.115
168 H 4.845 -5.152 -0.238  0.111
169 H 3.387 -5.177 1.785  0.115
170 H 2.997 -3.915 0.691  0.112
171 H 1.851 -3.601 3.024  0.073
172 H 2.391 -2.250 4.007  0.079
173 H 2.116 -2.115 2.222  0.061
174 H 4.500 -3.351 4.728  0.082
175 H 4.304 -4.902 3.895  0.084
176 H 5.721 -3.924 3.733  0.062
177 H 7.012 -0.806 -0.097  0.087
178 H 6.114 0.149 0.929  0.076
179 H 5.233 -0.695 -0.310  0.067
180 H 4.106 -0.399 2.709  0.070

As for the orbital gap: 0.251 Ha. The total energy comes out at -4908.36504 hartree.

=====

(2)
DFT (ωB97M-V/def2-TZVPD) results for a structure of composition CH7NOSi2 at a distorted geometry.

Last column: natural (NBO) charge in e.
Positions of all 12 atoms, in Å:
1 C -0.306 1.665 -0.217  -0.130
2 N -1.383 1.965 0.054  -0.302
3 O -0.891 -1.206 -1.110  -0.594
4 Si -2.215 -0.951 -0.332  0.830
5 Si 1.484 1.732 -0.706  0.801
6 H 1.224 -3.265 2.077  -0.004
7 H -3.200 0.089 -0.682  -0.100
8 H 1.732 -3.757 2.466  0.004
9 H -2.371 -1.665 0.897  -0.130
10 H 1.510 1.755 -2.181  -0.124
11 H 1.898 2.949 -0.030  -0.137
12 H 2.516 0.689 -0.237  -0.114

As for the orbital gap (alpha / beta): 0.246 / 0.310 Ha. The total energy comes out at -751.04254 hartree. The multiplicity is 3.

=====

(3)
DFT (ωB97M-V/def2-TZVPD) results for a structure of composition C4H12OP2 at a distorted geometry.

Last column: natural (NBO) charge in e.
Positions of all 19 atoms, in Å:
1 C 1.327 -1.317 -0.170  -1.051
2 C -2.765 -1.063 -0.678  -0.982
3 C 1.483 0.841 1.762  -0.870
4 C 0.811 1.376 -1.191  -0.997
5 O -1.263 0.881 0.591  -1.169
6 P -2.622 0.732 -0.162  0.962
7 P 0.848 0.176 0.143  1.593
8 H 1.208 -1.727 -1.174  0.257
9 H 1.379 -1.916 0.704  0.247
10 H -3.816 -1.243 -0.583  0.222
11 H -2.148 -1.737 -0.117  0.229
12 H -2.471 -1.198 -1.869  0.210
13 H 2.336 0.255 1.932  0.237
14 H 1.722 1.724 1.345  0.226
15 H 0.864 0.826 2.579  0.262
16 H 1.757 1.726 -1.741  0.261
17 H -0.011 1.108 -1.797  0.276
18 H 0.565 2.312 -0.708  0.267
19 H -2.180 1.198 -1.563  -0.179

As for the orbital gap: 0.283 Ha. The total energy comes out at -917.43697 hartree.

=====

(4)
DFT (ωB97M-V/def2-TZVPD) results for a structure of composition C39H34N7O4S4SiTb at a distorted geometry.

Last column: Löwdin spin population.
Positions of all 90 atoms, in Å:
1 Tb 0.364 1.054 -0.108  6.124
2 N 2.646 2.989 -6.359  0.000
3 C 1.791 2.674 -5.661  0.000
4 C 0.697 2.353 -4.803  0.000
5 C -0.609 2.666 -5.191  0.001
6 C -1.632 2.380 -4.307  0.000
7 C -1.328 1.830 -3.074  0.000
8 N -0.078 1.530 -2.690  -0.016
9 C 0.906 1.771 -3.558  0.000
10 H -0.790 3.116 -6.157  0.000
11 H -2.661 2.579 -4.569  0.000
12 H -2.108 1.591 -2.362  0.000
13 H 1.912 1.497 -3.260  0.000
14 O 6.521 -4.300 -1.433  0.000
15 S 7.170 -3.798 -2.632  0.000
16 O 6.797 -2.422 -2.946  0.000
17 O 6.330 -4.923 -4.168  0.000
18 C 5.091 -4.694 -4.417  0.000
19 N 4.522 -5.238 -5.527  0.000
20 C 3.280 -4.909 -5.798  0.000
21 C 2.511 -4.038 -5.029  0.000
22 C 3.133 -3.588 -3.869  0.000
23 N 4.369 -3.933 -3.573  0.000
24 C 2.525 -2.678 -2.879  0.000
25 C 3.353 -2.083 -1.919  0.000
26 C 2.801 -1.212 -1.012  0.000
27 N 1.490 -0.896 -0.987  -0.018
28 C 0.695 -1.496 -1.897  -0.001
29 C 1.163 -2.374 -2.846  0.000
30 H 2.854 -5.364 -6.687  0.000
31 H 1.515 -3.746 -5.322  0.000
32 H 4.410 -2.326 -1.925  0.000
33 H 3.420 -0.742 -0.255  0.000
34 H -0.365 -1.271 -1.824  0.000
35 H 0.474 -2.834 -3.540  0.000
36 C -2.378 2.819 0.827  -0.007
37 C -2.669 1.646 1.779  -0.001
38 C -3.968 1.935 2.534  0.000
39 C -1.526 1.574 2.792  -0.005
40 Si -2.678 0.001 0.740  -0.002
41 O -1.575 0.266 -0.393  -0.021
42 C -4.385 -0.330 0.037  0.000
43 C -4.553 -0.341 -1.348  0.000
44 C -5.802 -0.526 -1.921  0.000
45 C -6.912 -0.703 -1.108  0.000
46 C -6.764 -0.712 0.272  0.000
47 C -5.512 -0.526 0.836  0.000
48 C -2.000 -1.432 1.790  0.000
49 C -0.616 -1.556 1.951  -0.005
50 C -0.045 -2.606 2.648  -0.001
51 C -0.865 -3.577 3.205  0.000
52 C -2.239 -3.496 3.038  0.000
53 C -2.797 -2.433 2.343  0.000
54 H -2.326 3.763 1.375  0.000
55 H -3.162 2.903 0.073  0.000
56 H -1.414 2.684 0.290  -0.006
57 H -3.892 2.875 3.087  0.000
58 H -4.182 1.137 3.248  0.000
59 H -4.812 2.012 1.849  0.000
60 H -1.467 2.484 3.394  0.000
61 H -0.565 1.453 2.257  -0.006
62 H -1.657 0.730 3.468  0.000
63 H -3.684 -0.202 -1.980  0.000
64 H -5.914 -0.529 -2.998  0.000
65 H -7.890 -0.843 -1.548  0.000
66 H -7.627 -0.858 0.908  0.000
67 H -5.413 -0.527 1.915  0.000
68 H 0.061 -0.816 1.492  -0.006
69 H 1.030 -2.675 2.753  0.000
70 H -0.432 -4.406 3.749  0.000
71 H -2.876 -4.269 3.447  0.000
72 H -3.870 -2.396 2.203  0.000
73 S 3.770 5.724 3.836  0.000
74 C 3.267 4.582 2.774  0.000
75 S 3.423 4.870 1.038  -0.001
76 C 2.469 3.455 0.741  -0.001
77 N 2.122 2.796 1.803  -0.006
78 N 2.625 3.383 2.953  -0.001
79 C 2.470 2.676 4.182  0.000
80 C 3.226 2.970 5.315  0.000
81 C 2.986 2.299 6.503  0.000
82 C 2.002 1.327 6.585  0.000
83 C 1.305 0.979 5.440  0.000
84 C 1.546 1.635 4.246  0.000
85 S 2.023 3.009 -0.845  -0.020
86 H 4.006 3.706 5.285  0.000
87 H 3.580 2.543 7.373  0.000
88 H 1.787 0.844 7.527  0.000
89 H 0.566 0.189 5.475  0.000
90 H 1.040 1.322 3.348  0.000

As for the orbital gap (alpha / beta): 0.229 / 0.231 Ha. The total energy comes out at -4897.64586 hartree. The multiplicity is 7.